(1)
Computed, not measured: a cluster of 2 separate species, F3HOSi in total in a non-equilibrium geometry, with ωB97M-V/def2-TZVPD.

Calculated values
* frontier orbital gap (spin up / spin down): 0.3354 / 0.3171 hartree
* HOMO level (spin up / spin down): -0.41980 / -0.39622 Eh
* E_LUMO (spin up / spin down): -2.30 / -2.15 eV
* energy: -18095.738 eV

Each line ends with the natural charge from an NBO analysis.
CARTESIAN COORDINATES (ANGSTROEM)
O 2.014 0.585 0.256  -0.8437
F -1.125 -0.557 1.072  -0.6475
F -0.843 -1.183 -1.507  -0.6379
F -1.435 1.061 -0.660  -0.6549
Si -0.533 -0.222 -0.327  2.3542
H 1.921 0.315 1.167  0.4297



(2)
Computed, not measured: a cluster of 2 separate species, C2H4BNO2 in total in a non-equilibrium geometry, with ωB97M-V/def2-TZVPD.

Calculated values
* frontier orbital gap: 0.3848 hartree
* HOMO level: -0.38624 Eh
* E_LUMO: -0.04 eV
* energy: -8399.148 eV

Each line ends with the natural charge from an NBO analysis.
CARTESIAN COORDINATES (ANGSTROEM)
B -0.551 0.139 0.415  1.3448
C -2.654 -0.675 -0.544  -0.0908
C 1.824 -0.292 -0.358  -0.2280
N -3.707 -0.918 -0.894  -0.5082
O -0.620 1.137 1.260  -0.9306
O 0.410 -0.444 -0.206  -0.7342
H 2.388 -1.283 -0.266  0.2137
H 2.313 0.430 0.498  0.1826
H 2.060 0.191 -1.219  0.1951
H -1.461 1.716 1.314  0.5557